# 1
Molecular formula: C45H37AsO7P2SW
Method: DFT, wB97M-V/def2-TZVPD

E ... -5647.09028 a.u.
Orbital gap ... 7.11 eV
ΔE to the lowest compared entry with this formula, charge and spin ... 0.000 eV
LUMO level ... -6.4312 eV
HOMO level ... -13.54 eV

The geometry in ORCA input format:
```
! wB97M-V def2-TZVPD RIJCOSX def2/J DEFGRID3
* xyz 2 1
W -0.17198 -0.98734 -0.90866
O -2.12473 -2.74824 -3.32110
As -0.69300 -3.20856 -2.36920
O -1.84552 -0.85555 -1.00877
O 0.11318 -1.69969 0.84706
C 0.48856 -3.07232 -3.90329
C 0.04356 -3.53206 -5.13527
C 0.91563 -3.55597 -6.22038
C 2.22463 -3.11939 -6.09252
C 2.68008 -2.63209 -4.87377
C 1.80668 -2.62967 -3.80129
S 2.27342 -1.88001 -2.30192
O 3.63417 -1.48881 -2.29065
O 1.73974 -2.67400 -1.18087
O 1.32467 -0.63948 -2.24614
H -2.94345 -2.85686 -2.82177
H -0.97579 -3.87231 -5.25559
H 0.56395 -3.92790 -7.17332
H 2.89400 -3.15119 -6.94106
H 3.68897 -2.26148 -4.75258
C -1.05806 4.53593 3.47125
C -1.84874 3.28136 3.05452
C -3.25273 3.30783 3.68105
C -1.11701 2.04573 3.53732
C -0.90862 1.87589 4.90186
C -0.27530 0.76329 5.42520
C 0.12088 -0.23783 4.56772
C -0.06830 -0.11037 3.18680
P 0.34434 -1.64453 2.37500
C -0.71062 -2.92069 3.02089
C -2.07909 -2.83128 2.75944
C -2.93421 -3.79557 3.26079
C -2.42832 -4.84251 4.02334
C -1.06932 -4.92773 4.28821
C -0.20330 -3.96625 3.78837
C 2.06784 -2.00130 2.61816
C 2.92800 -1.09057 3.22632
C 4.28242 -1.37734 3.30794
C 4.77142 -2.56404 2.78247
C 3.91496 -3.47094 2.16686
C 2.56384 -3.19365 2.08057
C -0.65784 1.05292 2.67588
O -0.73186 1.17544 1.30297
C -1.36518 2.28868 0.75827
C -1.36121 2.39447 -0.63832
C -2.01294 3.46630 -1.24364
C -2.66436 4.41142 -0.47666
C -2.61435 4.30857 0.89773
C -1.95662 3.26574 1.54501
P -0.32461 1.37473 -1.68957
C 1.21922 2.26404 -1.88776
C 2.22274 2.05466 -0.94510
C 3.39015 2.79765 -1.00109
C 3.55173 3.75503 -1.99332
C 2.54839 3.97105 -2.92813
C 1.37912 3.22850 -2.88062
C -1.15427 1.11811 -3.26762
C -0.40682 0.79202 -4.40452
C -1.05629 0.48271 -5.58810
C -2.44369 0.49348 -5.64411
C -3.18783 0.80588 -4.51489
C -2.55031 1.10605 -3.32514
H -0.95795 4.59090 4.55448
H -1.57102 5.43935 3.14422
H -0.05939 4.53242 3.03315
H -3.19234 3.34843 4.76844
H -3.82350 2.42169 3.40181
H -3.80560 4.18795 3.35479
H -1.25407 2.64637 5.57830
H -0.11919 0.66430 6.48981
H 0.56607 -1.14110 4.97375
H -2.47651 -2.01197 2.17047
H -3.99558 -3.73289 3.06317
H -3.09992 -5.59412 4.41581
H -0.68010 -5.74195 4.88371
H 0.85707 -4.03436 3.99845
H 2.54589 -0.16388 3.63866
H 4.95303 -0.67519 3.78378
H 5.82782 -2.78632 2.85224
H 4.30294 -4.39109 1.75257
H 1.90074 -3.89366 1.58521
H -2.00202 3.56317 -2.32167
H -3.18283 5.23514 -0.94633
H -3.09115 5.07393 1.49569
H 2.10297 1.30527 -0.16626
H 4.17450 2.62908 -0.27601
H 4.46372 4.33457 -2.03814
H 2.67463 4.72092 -3.69702
H 0.59968 3.41115 -3.60818
H 0.67197 0.77868 -4.36648
H -0.47623 0.23814 -6.46804
H -2.94862 0.25767 -6.57134
H -4.26819 0.81119 -4.56114
H -3.13686 1.32625 -2.44216
*
```

=====

# 2
Molecular formula: C45H37O6P2SW
Method: DFT, wB97M-V/def2-TZVPD

E ... -3335.97958 a.u.
Orbital gap (alpha / beta) ... 5.32 / 6.54 eV
ΔE to the lowest compared entry with this formula, charge and spin ... 2.289 eV
LUMO level (alpha / beta) ... -3.2589 / -3.1874 eV
HOMO level (alpha / beta) ... -8.58 / -9.73 eV

The geometry in ORCA input format:
```
! wB97M-V def2-TZVPD RIJCOSX def2/J DEFGRID3
* xyz 1 3
W 1.79462 0.48003 1.26751
C 2.52374 -1.91876 1.30298
C 3.64620 -1.01844 1.36252
C 3.47139 -0.17538 2.55636
C 2.42497 -0.78051 3.31142
C 1.84084 -1.82152 2.52897
H 2.28935 -2.54100 0.45142
H 4.50530 -1.03019 0.66906
H 4.13683 0.66940 2.70488
H 2.23288 -0.45052 4.31938
H 0.93377 -2.37376 2.80126
O -0.06570 -6.92940 -2.38615
S -1.26454 -7.33181 -3.04231
O -1.80040 -8.58216 -2.67726
O -1.95286 -6.59118 -4.07553
O -2.61265 -6.44198 2.49777
C -2.69547 3.68571 -3.55090
C -2.65815 2.33121 -2.78323
C -3.98659 1.51252 -3.01566
C -1.50295 1.53477 -3.27653
C -1.02508 1.61885 -4.61854
C 0.03822 0.87763 -5.08910
C 0.82621 0.16593 -4.14628
C 0.44470 0.18536 -2.77937
P 1.61426 0.09914 -1.34084
C 2.44039 -1.43687 -2.00337
C 3.76249 -1.41612 -2.44040
C 4.39962 -2.66315 -2.74384
C 3.64396 -3.86725 -2.79225
C 2.26224 -3.82700 -2.57756
C 1.67039 -2.60403 -2.20253
C 2.41507 1.63819 -1.00238
C 2.26181 2.24314 0.31954
C 3.45021 2.76261 0.86620
C 4.51723 3.11582 0.01532
C 4.43247 2.88816 -1.35671
C 3.47424 1.97825 -1.85538
C -0.77730 0.73139 -2.38835
O -1.21016 0.57202 -1.10636
C -1.70207 1.73941 -0.53650
C -1.57924 1.84764 0.89951
C -2.46576 2.74606 1.51018
C -3.37875 3.50902 0.73302
C -3.46985 3.34066 -0.62274
C -2.55469 2.52086 -1.30730
P -0.54383 0.61420 1.86206
C -1.91709 -0.60404 2.03001
C -3.05928 -0.26605 2.82860
C -4.07068 -1.21055 2.88195
C -4.07120 -2.43659 2.16589
C -2.95789 -2.64487 1.32884
C -1.82415 -1.84215 1.38056
C -0.17707 1.32439 3.47062
C 0.57962 2.51709 3.64916
C 1.17184 2.86159 4.87486
C 0.83125 2.11447 6.00750
C 0.08190 0.95063 5.86732
C -0.44670 0.56982 4.63523
H -2.73798 3.50870 -4.63005
H -1.80534 4.29659 -3.27348
H -3.61641 4.20341 -3.21775
H -3.99638 1.18505 -4.08860
H -4.81309 2.16545 -2.81656
H -4.07816 0.67343 -2.35398
H -1.49830 2.33038 -5.29241
H 0.28964 0.82271 -6.12057
H 1.76259 -0.26797 -4.51064
H 4.30197 -0.53075 -2.76711
H 5.43426 -2.59281 -2.94977
H 4.16529 -4.71995 -3.19948
H 1.61827 -4.70395 -2.61458
H 0.59118 -2.50668 -2.07251
H 1.35632 2.82499 0.50749
H 3.47434 3.09329 1.89689
H 5.38870 3.58204 0.47692
H 5.09677 3.52027 -2.02210
H 3.49068 1.52447 -2.83022
H -2.50110 2.86155 2.56402
H -4.01434 4.23063 1.23679
H -4.26812 3.80736 -1.22221
H -3.05780 0.60455 3.45777
H -4.92137 -1.00660 3.57076
H -4.97187 -3.04119 2.22985
H -2.90649 -3.48115 0.63085
H -0.87518 -2.09805 0.89744
H 0.65236 3.23083 2.80017
H 1.86010 3.67517 4.88094
H 1.27772 2.33827 6.99097
H -0.04951 0.26880 6.70423
H -0.96627 -0.37002 4.56941
O -4.47498 -6.08540 3.95537
C -3.55543 -6.28414 3.22969
*
```

=====

# 3
Molecular formula: C45H38BeBrF5N2O5PSeSi2
Method: DFT, wB97M-V/def2-TZVPD

E ... -8633.62116 a.u.
Orbital gap ... 6.25 eV
ΔE to the lowest compared entry with this formula, charge and spin ... 0.335 eV
LUMO level ... 2.0717 eV
HOMO level ... -4.18 eV

The geometry in ORCA input format:
```
! wB97M-V def2-TZVPD RIJCOSX def2/J DEFGRID3
* xyz -1 1
Be -0.22729 0.47240 0.22781
F -4.35029 0.31525 5.52106
C -3.44440 -0.11799 4.64290
C -2.16941 -0.43243 5.05599
F -1.83985 -0.31608 6.34460
C -1.23553 -0.88594 4.13458
F -0.04080 -1.20276 4.64602
C -1.52420 -1.01661 2.78299
P -0.28773 -1.43775 1.46174
C -0.92803 -3.04916 0.92946
C -1.36017 -3.98996 1.86097
C -1.86835 -5.20732 1.43563
C -1.95137 -5.48263 0.07663
C -1.53073 -4.54306 -0.85266
C -1.02039 -3.32503 -0.43019
C 1.28969 -1.72742 2.30791
C 1.80241 -2.99700 2.54185
C 3.02527 -3.14017 3.17966
C 3.74397 -2.02031 3.57087
C 3.24584 -0.75101 3.31314
C 2.02483 -0.60400 2.67691
C -2.83792 -0.70786 2.39381
Br -3.44077 -0.89211 0.62267
C -3.77684 -0.27049 3.30835
F -5.02571 0.02105 2.94099
H -1.29967 -3.77258 2.92180
H -2.19795 -5.93854 2.16284
H -2.34598 -6.43435 -0.25709
H -1.58394 -4.75838 -1.91165
H -0.68209 -2.59640 -1.15392
H 1.26505 -3.87131 2.19980
H 3.42852 -4.13015 3.34991
H 4.70547 -2.13663 4.05512
H 3.81646 0.12578 3.59110
H 1.65253 0.38842 2.45244
O -1.22852 1.44167 0.78729
Si -1.84892 2.79082 0.16256
C -3.34271 2.39963 -0.90775
C -4.60454 2.94713 -0.68105
C -5.69578 2.59078 -1.46592
C -5.53888 1.67942 -2.49835
C -4.28823 1.12468 -2.74575
C -3.20585 1.48197 -1.95665
C -2.36332 3.89750 1.58457
C -2.50907 3.34348 2.85797
C -2.92237 4.11593 3.93517
C -3.19624 5.46447 3.75291
C -3.04867 6.03656 2.49615
C -2.63354 5.25751 1.42476
C -0.57543 3.68289 -0.90190
C -0.75146 3.92287 -2.26597
C 0.24926 4.51193 -3.03112
C 1.44944 4.87745 -2.43876
C 1.64621 4.64844 -1.08214
C 0.64416 4.05648 -0.32804
H -4.74306 3.65172 0.13216
H -6.66977 3.02054 -1.26548
H -6.38792 1.39705 -3.10881
H -4.15891 0.40980 -3.54937
H -2.23933 1.02713 -2.14882
H -2.27952 2.29268 3.00005
H -3.02789 3.66864 4.91655
H -3.51802 6.07106 4.59061
H -3.25358 7.09066 2.35344
H -2.51055 5.71687 0.44875
H -1.68273 3.63943 -2.74404
H 0.09170 4.68220 -4.08923
H 2.23362 5.33073 -3.03276
H 2.58598 4.91916 -0.61691
H 0.82023 3.86405 0.72502
F -0.54133 -0.95032 -5.71073
C 0.65916 -0.80935 -5.12139
C 0.82702 0.04175 -4.10739
N 2.04407 0.21559 -3.49471
C 2.17185 0.96296 -2.25711
C 1.15429 0.63226 -1.20404
O 1.39580 0.93323 0.00054
O -0.02457 0.21270 -1.44102
C 3.17146 -0.45992 -3.93212
O 4.28294 -0.26423 -3.48860
N 2.94524 -1.33322 -4.97688
C 1.75338 -1.61833 -5.62873
O 1.68992 -2.43597 -6.52183
H 0.00413 0.62009 -3.71715
H 2.09548 2.04279 -2.43165
H 3.15301 0.74593 -1.84626
H 3.74619 -1.88529 -5.24793
C 5.19743 -1.96557 -0.05992
Si 4.13365 -3.18887 -1.02617
C 4.13693 -4.81701 -0.06468
C 5.05822 -3.52781 -2.63913
Se 2.07972 -2.44022 -1.37671
H 6.19435 -2.36824 0.14903
H 4.71962 -1.70381 0.88654
H 5.31196 -1.05076 -0.64708
H 5.15446 -5.17196 0.12979
H 3.60409 -5.58387 -0.63184
H 3.62303 -4.69485 0.89046
H 6.02145 -4.01609 -2.45846
H 5.24683 -2.57631 -3.14130
H 4.46379 -4.16613 -3.29668
*
```